No. 1
Below is an isolated molecule of C25H25N3O4S, with properties calculated with wB97M-V/def2-TZVPD.

Geometry as XYZ:
```
58
Properties=species:S:1:pos:R:3
S -0.1616 -1.1868 -2.6194
O 5.8849 -1.3987 -0.4731
O -3.6806 -2.3057 1.2418
O 2.0767 3.5965 0.5602
O 0.6869 -1.0385 1.0070
N -1.2909 2.0509 -0.6818
N 0.8007 1.9018 1.3467
N -0.5732 -2.6429 0.0495
C -0.9846 0.1458 -1.8128
C 3.7538 1.5104 -0.6099
C -2.3690 0.2397 -1.4946
C 4.7016 0.5634 -0.9261
C 4.2068 -0.6106 1.1151
C -3.4793 -0.5571 -1.7631
C 1.0696 -1.5372 -1.3098
C -3.7141 -0.2914 2.1819
C -3.7696 1.8703 -0.3351
C 0.3782 -1.6947 0.0288
C 1.9432 2.4136 0.8211
C 4.9344 -0.5134 -0.0671
C -0.3700 2.7340 1.4940
C -4.7110 -0.1291 -1.3257
C 6.1879 -2.4922 0.3581
C -4.4601 -1.2851 1.6306
C -0.3774 1.2651 -1.3180
C -2.4082 -1.9742 1.5502
C 2.9975 1.3960 0.5554
C -2.5192 1.4523 -0.7756
C -4.8538 1.0716 -0.6246
C -2.3735 -0.7403 2.1292
C 3.2427 0.3347 1.4162
C -0.9342 3.1816 0.1281
C -1.3148 -2.9504 1.2593
H 1.5635 -2.4646 -1.5994
H -5.5142 -1.3829 1.4664
H 5.3169 -3.1391 0.5064
H -4.0703 0.6367 2.5782
H 0.6936 0.8945 1.3607
H -3.8941 2.7953 0.2078
H 1.8024 -0.7319 -1.2633
H -0.0886 3.6330 2.0505
H 6.5670 -2.1647 1.3314
H -0.9051 -3.0094 -0.8307
H -0.1621 3.7619 -0.3836
H -0.5968 -2.9282 2.0846
H -1.4964 -0.2357 2.4780
H 0.6530 1.5567 -1.3806
H -1.8119 3.8113 0.2801
H -1.1266 2.1785 2.0500
H -5.5885 -0.7246 -1.5297
H 4.3778 -1.4194 1.8076
H -3.3653 -1.4782 -2.3151
H -1.7369 -3.9512 1.1586
H 2.6904 0.2466 2.3384
H 3.5801 2.3507 -1.2659
H 6.9657 -3.0500 -0.1612
H -5.8379 1.3769 -0.3016
H 5.2822 0.6319 -1.8324
```

relative energy (zero: lowest compared OMol25 entry of this formula, charge and spin) = 0.1 kcal/mol
F_max = 0.91 eV/A
SMILES = COc1ccc(C(=O)NCCn2cc(SCC(=O)NCc3ccco3)c3ccccc32)cc1

No. 2
Below is a cluster of 2 separate species, H2N3O2 in total at a distorted geometry, with properties calculated with wB97M-V/def2-TZVPD.

Geometry as XYZ:
```
7
Properties=species:S:1:pos:R:3
O 2.6385 1.1753 0.3133
O 1.9237 -0.9125 0.1742
N 1.8347 0.2671 -0.0720
N -2.7803 -0.2293 0.2825
N 0.9409 0.7234 -0.7545
H -2.3513 -1.2345 0.4220
H -2.2062 0.2104 -0.3655
```

relative energy (zero: lowest compared OMol25 entry of this formula, charge and spin) = 99.3 kcal/mol
F_max = 4.14 eV/A
charge = -1

No. 3
Below is an isolated molecule of CH3N5 at a distorted geometry, with properties calculated with wB97M-V/def2-TZVPD.

Geometry as XYZ:
```
9
Properties=species:S:1:pos:R:3
N 0.6168 -1.1525 0.6932
N -0.4283 -0.5044 1.0163
N 1.1111 -0.7973 -0.6993
N -1.5788 1.2732 0.0250
N 0.4485 0.4189 -0.8326
C -0.5450 0.4757 0.0557
H 2.0395 -0.6625 -0.4193
H -1.0167 1.9758 -0.6141
H 1.0627 1.1669 -0.7188
```

relative energy (zero: lowest compared OMol25 entry of this formula, charge and spin) = 74.4 kcal/mol
F_max = 6.16 eV/A
SMILES = [H]/N=c1/nn[nH][nH]1

No. 4
Below is an isolated molecule of C3H8N4O at a distorted geometry, with properties calculated with wB97M-V/def2-TZVPD.

Geometry as XYZ:
```
16
Properties=species:S:1:pos:R:3
O -0.1213 -1.6162 -1.6033
N 1.6674 -1.1883 0.3225
N -1.2538 0.1823 -2.3587
N -0.2022 1.1279 2.1336
N 0.8488 0.2647 1.9098
C -0.2136 0.3307 -0.2305
C -0.5272 -0.5053 -1.3782
C 0.7451 -0.2732 0.7415
H 0.2366 1.9423 2.7477
H 2.0981 -1.7570 1.0677
H 0.1525 1.2609 -0.6239
H -1.5968 1.1175 -2.2948
H -1.0951 0.6145 0.2826
H 1.4036 -1.8101 -0.4081
H -0.7878 0.7109 2.8770
H -1.3544 -0.4015 -3.1849
```

relative energy (zero: lowest compared OMol25 entry of this formula, charge and spin) = 41.1 kcal/mol
F_max = 5.29 eV/A
SMILES = N/N=C(/N)CC(N)=O

No. 5
Below is an isolated molecule of C6H6O, with properties calculated with wB97M-V/def2-TZVPD.

Geometry as XYZ:
```
13
Properties=species:S:1:pos:R:3
O -0.6668 -0.5254 1.5019
C -0.0437 0.4655 0.7687
C -1.3125 1.1109 -0.3284
C 0.4554 -1.1481 -1.0760
C -0.9435 1.9881 0.4936
C 0.0440 -2.0796 -1.7172
C 0.9794 -0.0571 -0.2549
H 0.5383 1.0434 1.4982
H -1.1520 -1.0702 0.8607
H -0.7417 2.8185 1.1423
H -0.3134 -2.8919 -2.3107
H 1.8444 -0.4260 0.3095
H 1.3120 0.7719 -0.8877
```

relative energy (zero: lowest compared OMol25 entry of this formula, charge and spin) = 142.8 kcal/mol
F_max = 0.69 eV/A

No. 6
Below is a structure of composition C53H55GeN3P2Pd at a distorted geometry, with properties calculated with wB97M-V/def2-TZVPD.

Geometry as XYZ:
```
115
Properties=species:S:1:pos:R:3
Pd 1.3929 0.0369 -0.4276
Ge 2.1500 2.9753 -1.3535
P -0.3550 -1.5942 0.2986
P -4.7451 -1.9541 0.4888
N 4.2912 0.2179 2.8381
N 2.9215 -0.3718 0.9915
N 2.4193 1.4974 2.2758
C 3.2214 0.4222 1.9753
C -0.3883 6.0195 -2.7846
C 3.0276 -0.3904 -3.8601
C 5.3028 -0.7916 2.4107
C -1.0689 -2.6571 -0.9368
C -2.6618 -0.9371 2.0270
C 0.0632 4.8328 -2.2199
C 1.0710 1.4879 -3.5873
C 1.8321 6.6108 -3.3953
C 2.3429 5.5245 -2.7685
C 0.2453 -1.8931 2.9802
C -5.6725 -1.7918 -3.4644
C -2.2628 -3.8363 -3.1317
C -5.3924 -2.2502 -2.1635
C -7.3964 -2.5866 0.1811
C -7.5772 -4.0927 2.5262
C -6.2249 -2.8419 0.8675
C 1.8827 -0.4461 -4.7441
C 4.6828 1.1786 3.9630
C 3.6645 -1.5806 0.7305
C 0.4306 6.8785 -3.4702
C 5.9530 3.0206 0.6808
C -4.8427 -1.3477 -1.2066
C -8.7383 -3.8310 1.7252
C -1.7500 -0.4680 0.8758
C 3.4849 2.1230 4.3552
C 0.9132 0.4764 -4.5426
C -2.4551 -4.3364 -1.7987
C -4.5629 -0.0259 -1.6276
C 4.8734 5.2086 0.9799
C 4.6117 -2.0413 1.9058
C -0.9040 -2.1239 -2.2055
C -1.8594 -3.7650 -0.7010
C 1.5865 -4.3334 2.5500
C -4.2151 -0.8498 1.8081
C -1.5129 -2.6790 -3.2989
C 5.9285 4.3513 1.2100
C 0.8670 2.1024 -0.2699
C 0.9296 -2.5086 4.0142
C -6.3762 -3.5804 2.0858
C -5.4980 -0.4519 -3.8280
C 0.8340 -3.7535 1.5314
C 2.2513 1.6153 -2.8116
C 1.6106 -3.7129 3.8253
C 1.4440 4.5973 -2.1803
C 0.2356 -2.5691 1.7316
C -4.8646 0.3701 -2.9237
C -8.6352 -3.0866 0.5758
C 3.7845 4.6598 0.3192
C 3.8075 3.4047 -0.3044
C 2.7119 2.6324 3.1724
C 4.8569 2.5483 -0.0193
C 3.2241 0.6677 -3.0180
H 1.7909 3.1250 3.5273
H 2.4085 7.4001 -3.9201
H -1.3408 -2.3101 -4.3011
H 4.1051 0.6902 -2.4982
H -6.1351 -2.5158 -4.0856
H 3.7915 -1.1568 -3.9536
H 3.3892 5.2541 -2.7662
H 3.9870 -2.5534 2.7301
H -4.3540 0.1795 1.5293
H 3.9619 2.9146 4.9531
H 2.1319 -4.2050 4.6426
H -5.6451 -3.2580 -1.8620
H -0.1513 2.2892 0.0485
H 0.8058 -4.2028 0.5367
H -0.3793 -1.1801 -2.3282
H 0.0535 0.4114 -5.1424
H -5.6518 -0.0783 -4.8885
H -4.3337 0.7481 -0.8597
H 2.7712 1.5586 5.0487
H 4.8860 0.5769 4.8620
H 2.9293 -2.3750 0.6108
H -2.4976 -0.1913 2.8263
H 4.1838 -1.3818 -0.2241
H -7.2670 -1.9180 -0.6798
H -5.4912 -3.7414 2.6222
H 2.9871 5.3548 0.0621
H 0.0462 7.7333 -3.9863
H -0.1161 -0.9431 3.2700
H -4.6193 1.4189 -3.2370
H -9.4783 -2.9002 -0.1009
H -2.3727 -1.8794 2.4501
H -1.2388 0.4055 1.1372
H -1.4587 6.2891 -2.8105
H -2.2767 -0.3458 -0.0452
H -4.7630 -1.1367 2.7337
H -2.7423 -4.3157 -3.9720
H 5.9294 -1.0200 3.2998
H 3.2656 3.3720 2.5603
H -0.6993 4.1424 -1.8226
H 4.9215 1.5240 -0.4758
H 1.5799 1.6438 1.7078
H 1.7681 -1.3744 -5.4095
H 5.5874 1.6971 3.6156
H 0.9304 -2.1387 5.0694
H 6.7811 2.4173 0.9769
H -2.9620 -5.3049 -1.5654
H 4.9623 6.2189 1.3239
H 2.1232 -5.2712 2.4610
H -9.7179 -4.1912 2.0614
H 0.1637 2.0261 -3.2325
H -1.8126 -4.2657 0.2423
H 6.7916 4.6459 1.7466
H 5.9917 -0.3063 1.6990
H -7.7337 -4.7505 3.4024
H 5.3232 -2.8055 1.5528
```

relative energy (zero: lowest compared OMol25 entry of this formula, charge and spin) = 77.0 kcal/mol
<S²> = 6.025
F_max = 3.96 eV/A
2S+1 = 5
charge = +2